2 unconnected molecules or ions with the total composition CH3NO2, computed with ωB97M-V with the def2-TZVPD basis set.

The SMILES is C#[N+][O-].O. The HOMO energy comes out at -9.78 eV. Its frontier orbital gap is 10.194 eV. As for the calculated total energy: -6667.2340 eV. The value obtained for the LUMO energy is 0.4 eV.

XYZ file:
```
7
Properties=species:S:1:pos:R:3:nbo_charge:R:1
C 0.847 -0.746 0.176 -0.092
N 1.726 -0.379 -0.494 0.216
O 2.687 -0.016 -1.081 -0.401
H -0.056 -0.703 0.732 0.263
O -1.366 0.762 0.277 -0.950
H -2.160 1.137 0.701 0.485
H -1.678 -0.055 -0.312 0.480
```